1) Density functional theory data (wB97M-V/def2-TZVPD) for 2 unconnected molecules or ions with the total composition C4H11O.

Properties
Charge: -1
HOMO-LUMO gap: 5.854 eV

Last column: natural (NBO) charge in e.
Cartesian coordinates (Å):
C 3.13 -0.52 -0.73  -0.13
O 2.01 -0.38 -0.20  -0.92
H 4.13 0.08 -0.67  0.06
H 3.06 -0.58 -1.94  -0.01
H 3.45 -1.67 -0.68  0.02
C -0.91 1.47 0.45  -0.63
C -2.03 0.45 0.24  -0.39
C -1.59 -1.00 0.52  -0.63
H -0.08 1.22 -0.28  0.26
H -1.16 2.46 0.20  0.19
H -0.51 1.48 1.51  0.20
H -2.99 0.73 0.73  0.17
H -2.26 0.41 -0.90  0.18
H -2.03 -1.82 -0.10  0.19
H -1.68 -1.33 1.57  0.18
H -0.55 -0.98 0.29  0.26


2) Density functional theory data (wB97M-V/def2-TZVPD) for 2 unconnected molecules or ions with the total composition C4H11O.

Properties
Charge: -1
HOMO-LUMO gap: 6.762 eV

Last column: natural (NBO) charge in e.
Cartesian coordinates (Å):
C -0.86 2.31 -0.13  -0.23
O -0.60 1.19 -0.93  -0.98
H -0.33 2.21 0.85  0.08
H -1.83 2.74 0.23  0.08
H -0.53 3.28 -0.62  0.09
C 1.34 -0.76 -0.55  -0.64
C 0.76 -1.73 0.48  -0.40
C -0.61 -1.27 1.02  -0.67
H 2.46 -0.78 -0.70  0.17
H 1.00 -0.99 -1.61  0.19
H 0.89 0.22 -0.26  0.29
H 0.70 -2.70 -0.11  0.18
H 1.51 -1.74 1.34  0.17
H -1.38 -2.00 1.37  0.18
H -1.00 -0.65 0.29  0.28
H -0.51 -0.43 1.71  0.21


Stability verdict: 1), ahead by 0.0041 hartree


1) Density functional theory data (wB97M-V/def2-TZVPD) for a single C3H4ClI molecule.

Properties
SMILES: C/C(I)=C/Cl
Charge: 0
HOMO-LUMO gap: 9.486 eV

Last column: natural (NBO) charge in e.
Cartesian coordinates (Å):
C 0.91 0.14 -0.86  -0.66
C -0.03 0.19 0.41  -0.17
I -0.06 1.98 1.46  0.18
C -0.91 -0.77 0.61  -0.27
Cl -2.07 -0.72 1.89  -0.01
H 0.23 0.71 -1.52  0.23
H 1.28 -0.77 -1.30  0.23
H 1.92 0.74 -0.63  0.23
H -1.28 -1.50 -0.06  0.23


2) Density functional theory data (wB97M-V/def2-TZVPD) for a single C3H4ClI molecule.

Properties
SMILES: Cl[C@@H]1C[C@H]1I
Charge: 0
HOMO-LUMO gap: 9.815 eV

Last column: natural (NBO) charge in e.
Cartesian coordinates (Å):
Cl 1.58 1.72 -0.01  -0.05
C 0.35 0.58 0.54  -0.25
C 0.40 -0.87 0.05  -0.45
C -0.61 0.08 -0.54  -0.35
I -2.67 -0.01 0.04  0.09
H 0.08 1.07 1.49  0.26
H 1.24 -1.06 -0.62  0.24
H 0.31 -1.85 0.65  0.25
H -0.67 0.33 -1.61  0.26


Stability verdict: 1), ahead by 0.0082 hartree


1) Density functional theory data (wB97M-V/def2-TZVPD) for a molecular structure, CH4O2S.

Properties
Charge: 0
HOMO-LUMO gap (spin up / spin down): 8.783 / 8.924 eV

Last column: natural (NBO) charge in e.
Cartesian coordinates (Å):
C 1.30 0.11 0.17  -0.29
O 0.27 -0.50 -0.50  -0.34
O -1.22 -0.64 0.44  -0.55
S -2.23 0.39 -0.06  0.55
H 1.80 0.71 -0.59  0.21
H 1.91 -0.58 0.76  0.18
H 0.82 0.98 0.72  0.19
H -2.65 -0.48 -0.94  0.06


2) Density functional theory data (wB97M-V/def2-TZVPD) for a single CH4O2S molecule.

Properties
SMILES: C[SH](=O)=O
Charge: 0
HOMO-LUMO gap: 11.384 eV

Last column: natural (NBO) charge in e.
Cartesian coordinates (Å):
C 0.28 0.04 0.35  -0.87
S -1.48 0.07 -0.11  1.95
O -2.41 -1.15 0.06  -0.90
O -2.04 1.33 0.19  -0.94
H 0.63 0.94 -0.30  0.26
H 0.45 0.15 1.44  0.27
H 0.84 -0.85 -0.12  0.26
H -1.42 0.14 -1.47  -0.03


3) Density functional theory data (wB97M-V/def2-TZVPD) for 2 unconnected molecules or ions with the total composition CH4O2S.

Properties
SMILES: O=CO.S
Charge: 0
HOMO-LUMO gap: 10.241 eV

Last column: natural (NBO) charge in e.
Cartesian coordinates (Å):
O -0.70 -2.50 1.73  -0.53
C 0.34 -1.99 1.43  0.62
O 0.19 -1.06 0.41  -0.69
H 1.36 -2.12 1.80  0.12
H 1.00 -0.52 0.36  0.47
S -0.44 3.13 -1.65  -0.30
H -0.33 1.80 -1.50  0.15
H -1.42 3.25 -2.56  0.15


Stability verdict: 3), ahead by 0.0547 hartree